Record 1
{"formula": "C20H45BI3N2O5S", "method": "the ωB97M-V functional and the def2-TZVPD basis", "elements": ["C", "C", "I", "C", "I", "B", "C", "C", "C", "S", "C", "C", "O", "I", "H", "H", "H", "H", "H", "H", "H", "H", "H", "H", "H", "H", "H", "H", "H", "C", "O", "C", "C", "N", "C", "C", "O", "C", "H", "H", "H", "H", "H", "H", "H", "H", "H", "H", "H", "H", "H", "H", "H", "C", "O", "C", "C", "N", "C", "C", "O", "C", "H", "H", "H", "H", "H", "H", "H", "H", "H", "H", "H", "H", "H", "H", "H"], "positions_angstrom": [[4.00887, 0.66689, -0.45881], [2.98926, 0.39177, 0.74925], [2.62987, 2.22617, 1.93218], [1.63980, -0.37365, 0.34025], [0.87855, -1.25478, 2.22882], [0.50990, 0.53765, -0.42462], [-0.92243, -0.23947, -0.71452], [-2.13728, 0.78619, -0.35339], [-2.31670, 0.98679, 1.23193], [-2.63854, 2.82754, 1.51923], [1.01657, 1.12459, -1.90595], [1.44917, 2.66897, -1.87071], [2.54846, 3.00393, -2.39262], [0.26483, 4.28589, -1.02572], [5.05742, 0.35292, -0.09603], [4.05466, 1.79480, -0.61509], [3.80656, 0.07032, -1.40316], [3.54335, -0.30417, 1.48225], [1.94168, -1.21537, -0.39222], [0.22336, 1.51740, 0.21665], [-1.07315, -0.51452, -1.82892], [-1.06292, -1.21128, -0.13311], [-1.81589, 1.80195, -0.79222], [-3.11633, 0.42153, -0.84377], [-1.38093, 0.75558, 1.83599], [-3.24393, 0.41136, 1.58509], [-1.33894, 3.35344, 1.47339], [0.18977, 1.05846, -2.70490], [1.86160, 0.44482, -2.28559], [4.68597, -3.13148, 1.16496], [5.73027, -2.31854, 0.64743], [6.81317, -2.14327, 1.56084], [8.06062, -2.86916, 1.05970], [7.90147, -4.32154, 1.14797], [8.94332, -5.07310, 0.44596], [9.03423, -4.90333, -1.07838], [7.92036, -5.43216, -1.78787], [6.81388, -4.54909, -1.89741], [3.84193, -3.07513, 0.47440], [5.00151, -4.17602, 1.23589], [4.35558, -2.77179, 2.14339], [6.54927, -2.44879, 2.57823], [7.02696, -1.06949, 1.58579], [8.92185, -2.56749, 1.66492], [8.23611, -2.55040, 0.02729], [7.00598, -4.57890, 0.74943], [8.75530, -6.13148, 0.65353], [9.91441, -4.83404, 0.89332], [9.89979, -5.48437, -1.41420], [9.23476, -3.86916, -1.37858], [7.11924, -3.50091, -1.94807], [6.11835, -4.70515, -1.07164], [6.27660, -4.79393, -2.81645], [-10.51445, 1.42797, -0.05961], [-10.07890, 2.57444, 0.65400], [-9.25625, 2.25829, 1.77994], [-7.81612, 2.70773, 1.53838], [-7.16454, 1.87957, 0.52369], [-5.88141, 2.41557, 0.05790], [-5.90153, 3.76786, -0.66879], [-6.55595, 3.73783, -1.93478], [-7.96168, 3.90754, -1.87839], [-11.25847, 1.75008, -0.79140], [-9.68474, 0.96249, -0.59712], [-10.98152, 0.70075, 0.61108], [-9.30867, 1.19735, 2.04448], [-9.65686, 2.82759, 2.62534], [-7.25307, 2.63335, 2.47429], [-7.84409, 3.75945, 1.23551], [-7.77963, 1.79642, -0.27726], [-5.46675, 1.67218, -0.63003], [-5.19308, 2.47385, 0.90680], [-4.86074, 4.03120, -0.88145], [-6.29297, 4.57907, -0.04487], [-8.27170, 4.55500, -1.05383], [-8.46053, 2.93904, -1.81254], [-8.28392, 4.36835, -2.81547]], "forces_ev_per_angstrom": [[0.7203, 0.5429, 1.0054], [0.6050, -2.2764, -0.1254], [0.2304, -0.7321, -0.4748], [1.4830, 0.7152, -0.8482], [0.2638, 0.0310, -0.7632], [-1.1517, -0.0899, -0.4794], [-1.6117, -0.2510, -0.1349], [0.9289, -0.5867, -0.2251], [0.1108, 0.3552, -1.0085], [0.7865, -0.1800, 0.4334], [-0.1229, 0.6586, -0.4341], [4.9933, -1.4001, -3.0489], [-4.3275, -0.7118, 2.2799], [0.0131, -0.4897, -0.1952], [-1.5749, 0.4358, -0.5296], [-0.1335, -1.6697, -0.4126], [-0.0344, 0.9318, 1.2157], [-0.8533, 1.3583, -0.9232], [-0.2492, 0.8223, 1.5161], [0.1328, 0.0792, 0.5415], [0.2941, 0.2656, 1.5628], [0.0306, 1.0875, -0.6039], [-0.7767, -1.5646, 0.5216], [1.2882, 0.7646, 0.8595], [-1.3600, -0.0270, -0.9418], [1.4649, 0.9562, -0.1883], [-1.1636, -0.9428, -0.0625], [0.9552, 0.2496, 1.3167], [-0.8027, 1.6590, 0.1582], [-0.0499, 0.1777, -0.2622], [0.0125, -0.2347, 0.4292], [0.3150, 0.2767, -0.4723], [-0.4587, -0.2377, 0.1793], [0.2012, 0.1491, -0.1356], [-0.3560, -0.0587, -0.0329], [0.2176, -0.4018, 0.0915], [0.2157, 0.3646, 0.1037], [-0.1217, -0.3209, -0.1746], [0.0992, 0.0817, 0.0460], [-0.0503, -0.0955, 0.1701], [-0.0282, -0.0766, -0.0052], [-0.0483, -0.1542, -0.1112], [0.0167, -0.0346, 0.0411], [-0.0076, -0.0288, -0.0232], [0.0497, 0.2360, -0.0138], [0.0454, 0.0596, 0.0890], [0.0900, 0.0266, -0.0989], [-0.0176, 0.0855, -0.0641], [-0.0657, -0.0142, 0.0032], [-0.1867, 0.0678, 0.0511], [0.0028, -0.0256, 0.1249], [-0.0711, 0.2439, 0.0591], [0.1190, -0.0246, 0.0123], [-0.0305, 0.3718, -0.0299], [-0.0672, -0.5237, 0.0349], [0.2803, 0.6268, 0.1206], [-0.2299, -0.4581, -0.3163], [-0.1061, 0.2081, 0.1411], [-0.1652, -0.1083, -0.1943], [0.5438, -0.2518, -0.0177], [-0.2396, 0.2025, 0.3180], [0.2538, -0.0666, -0.3824], [0.0758, 0.0551, 0.0849], [-0.0218, -0.2097, 0.0239], [0.0570, -0.0688, -0.0305], [0.0444, -0.0082, -0.2096], [0.0207, -0.0391, -0.0070], [0.0059, 0.0144, -0.0457], [-0.0832, 0.1547, 0.1895], [0.0253, 0.0082, 0.0987], [0.0833, 0.1291, 0.0305], [-0.1241, 0.0927, -0.0785], [-0.0648, -0.0793, 0.0116], [-0.2030, -0.0452, -0.0235], [0.0061, -0.1053, 0.0693], [-0.2166, 0.0259, 0.1697], [0.0938, 0.0224, 0.0250]], "lowdin_charge": [-0.1589, -0.7908, 0.7263, -0.6590, 0.7341, -0.8360, -0.2096, -0.2930, -0.5060, 0.5742, -0.1348, -0.7461, -0.1182, 0.7650, 0.0690, 0.0446, 0.0787, 0.0259, 0.0936, 0.0203, 0.0860, 0.0563, 0.0555, 0.0967, 0.0194, 0.0781, -0.1686, 0.1081, 0.0961, -0.1096, -0.2100, -0.2066, -0.2095, -0.0546, -0.2020, -0.2261, -0.1830, -0.0962, 0.0872, 0.0743, 0.0808, 0.1232, 0.1198, 0.1201, 0.1008, 0.0658, 0.1157, 0.1137, 0.1164, 0.1081, 0.0903, 0.0702, 0.0882, -0.1195, -0.2004, -0.2114, -0.2092, -0.0510, -0.2024, -0.2105, -0.1778, -0.1085, 0.0866, 0.0761, 0.0844, 0.1189, 0.1166, 0.1243, 0.1009, 0.0627, 0.1160, 0.0549, 0.1175, 0.1098, 0.0868, 0.0664, 0.0846], "fmax_ev_per_a": 6.0, "e_above_lowest_ev": 0.0000, "homo_energy_ev": -5.7280, "total_energy_ev": -70498.680, "total_charge": -1}

***

Record 2
{"formula": "C2H8BrFeN4O2", "method": "the ωB97M-V functional and the def2-TZVPD basis", "elements": ["Fe", "Br", "C", "O", "N", "N", "H", "H", "H", "H", "C", "O", "N", "N", "H", "H", "H", "H"], "positions_angstrom": [[0.40162, 3.35677, 3.67676], [1.56075, 1.74560, 2.40882], [-1.97257, 1.69760, -0.10100], [-2.31846, 2.33277, 0.87850], [-2.82070, 1.23422, -1.06297], [-0.61910, 1.46957, -0.34298], [-2.46809, 0.76132, -1.87145], [-3.74937, 1.61353, -0.98946], [-0.39124, 0.95054, -1.17000], [-0.03210, 1.76458, 0.40923], [1.69477, -2.47656, 0.05353], [2.49343, -3.28115, 0.63798], [1.18064, -2.73493, -1.16163], [1.54215, -1.23710, 0.53867], [1.55955, -3.58179, -1.57516], [0.94530, -2.01764, -1.83043], [1.96907, -1.08305, 1.44008], [1.02435, -0.51431, 0.06151]], "forces_ev_per_angstrom": [[0.3746, -0.7802, -0.8928], [-0.5317, 0.9319, 0.9688], [0.4037, 0.2146, -0.6263], [0.0486, -0.0209, 0.3879], [0.4780, 0.3813, 1.1582], [-1.4541, -0.4984, -0.0160], [-0.3961, 0.1116, -0.2632], [-0.1738, -0.3103, -0.4036], [0.7044, 0.2975, 0.0424], [0.5618, -0.0594, -0.3364], [-0.7873, 3.2975, -2.3886], [-0.0076, -0.7600, 0.4143], [0.9770, -1.8189, 0.8005], [0.6104, -1.6008, 1.0012], [-0.4315, -0.0604, -0.2350], [-0.0326, 0.2739, 0.2961], [-0.2118, 0.4940, 0.0286], [-0.1320, -0.0930, 0.0637]], "lowdin_spin": [3.8445, 0.1478, 0.0004, 0.0036, 0.0004, 0.0036, 0.0000, 0.0000, 0.0000, 0.0019, 0.0727, 0.8305, 0.0454, 0.0391, 0.0011, 0.0036, 0.0007, 0.0048], "fmax_ev_per_a": 4.1, "e_above_lowest_ev": 0.3516, "homo_energy_ev": [-15.7537, -15.7502], "total_energy_ev": -116669.337, "spin_multiplicity": 6, "total_charge": 2, "s2": 8.763}

***

Record 3
{"formula": "C3H5NOS", "method": "the ωB97M-V functional and the def2-TZVPD basis", "elements": ["C", "C", "O", "N", "C", "S", "H", "H", "H", "H", "H"], "positions_angstrom": [[-1.70378, 1.26818, 0.03172], [-1.50193, -0.19563, 0.07837], [-2.44874, -0.87404, 0.12592], [-0.16984, -0.77591, -0.26206], [0.88877, 0.22327, -0.21791], [2.50014, 0.01609, 0.10696], [-1.65279, 1.67519, 1.24941], [-1.06121, 1.88776, -0.72491], [-2.71763, 1.55092, -0.51946], [-0.06136, -1.86071, 0.02361], [0.17111, 1.13823, -0.26604]], "forces_ev_per_angstrom": [[-1.0534, 4.3044, 0.4706], [2.8130, -0.0925, -2.7104], [-2.2543, -2.6503, 0.9885], [0.4919, -0.1099, 1.9487], [-1.9528, -1.3411, 1.0542], [-1.9660, 0.3046, -0.7248], [-0.1481, -0.7545, -3.8940], [-0.7284, -0.9773, 1.9540], [1.5725, -1.1620, 1.9893], [-0.0733, 3.4718, -0.9551], [3.2991, -0.9934, -0.1209]], "nbo_charge": [-0.7650, 0.6670, -0.5245, -0.6613, -0.1035, -0.0371, 0.2713, 0.2414, 0.2748, 0.4342, 0.2025], "fmax_ev_per_a": 4.5, "smiles": "CC(=O)NC=S", "e_above_lowest_ev": 2.7657, "homo_energy_ev": -8.9337, "total_energy_ev": -17562.502}